[1]
Below is a structure of composition C23H30CuN3O12 in a non-equilibrium geometry, with properties calculated with ωB97M-V with the def2-TZVPD basis set.

```
69
Properties=species:S:1:pos:R:3:lowdin_charge:R:1
Cu -0.1120 -0.1848 -0.4406 0.552
C 2.0272 -2.3674 -2.3821 -0.121
C 1.4261 -1.2389 -3.2060 -0.412
O 0.2397 -0.6266 -2.7398 -0.163
H 2.4186 -1.9540 -1.4526 0.035
H 2.8461 -2.8877 -2.8789 0.047
H 1.3179 -3.1629 -2.1533 0.074
H 1.3849 -1.6455 -4.2165 0.091
H 2.1165 -0.4046 -3.3297 0.075
C -3.3847 -2.8915 0.2850 -0.045
C -2.7441 -2.1435 -0.7658 -0.282
C -3.0601 -2.4743 -2.3049 -0.344
O -2.6331 -1.7489 -3.2131 0.003
C -3.9188 -3.6067 -2.5228 -0.059
C -4.4502 -4.3184 -1.5086 -0.426
C -4.1481 -3.9551 -0.0410 -0.370
O -4.6587 -4.6645 0.9684 -0.184
O -5.3213 -5.2289 -1.8049 -0.153
O -1.9668 -1.2276 -0.4739 -0.036
H -3.0437 -2.8300 1.3080 0.063
H -4.2486 -3.6982 -3.5472 0.089
C -0.6686 4.1806 -1.3324 -0.036
C -1.0105 2.7516 -1.5466 -0.304
C -1.9584 2.4007 -2.8147 -0.349
O -2.2429 1.2393 -3.0540 0.031
C -2.4268 3.5007 -3.6535 -0.042
C -2.1278 4.7963 -3.3272 -0.441
C -1.1150 5.1552 -2.2286 -0.380
O -0.7422 6.3601 -1.9146 -0.146
O -2.6136 5.6811 -4.1189 -0.155
O -0.7352 1.8105 -0.8227 -0.046
H -0.0084 4.3628 -0.4973 0.055
H -3.1049 3.3137 -4.4731 0.087
C 3.1363 0.6323 0.2239 -0.304
O 1.9523 0.4463 -0.0158 0.022
N 3.8458 1.6627 -0.2369 -0.173
C 5.3142 1.7407 0.0348 -0.054
C 3.2591 2.7679 -0.9436 -0.024
H 3.8370 -0.0657 0.7075 0.133
H 5.8712 2.0495 -0.8497 0.077
H 5.7954 0.8883 0.5145 0.073
H 5.5020 2.5303 0.7624 0.073
H 2.4239 2.4685 -1.5767 0.109
H 2.9982 3.5443 -0.2244 0.097
H 4.0024 3.1257 -1.6561 0.083
C 0.9762 -2.8530 1.2891 -0.283
O 0.4492 -1.9723 0.5943 -0.012
N 0.4681 -3.2661 2.4332 -0.148
C 1.1514 -4.3301 3.2374 -0.057
C -0.8838 -2.9534 2.9151 -0.018
H 1.9327 -3.2917 0.9654 0.139
H 0.5947 -5.2424 3.4517 0.082
H 1.4149 -3.8668 4.1882 0.070
H 2.1453 -4.6179 2.8945 0.071
H -1.4479 -2.2687 2.2818 0.074
H -1.4405 -3.8834 3.0305 0.096
H -0.7589 -2.5518 3.9207 0.078
C -0.8690 0.9749 2.6950 -0.276
O -0.6691 0.5535 1.5609 0.012
N -0.4190 2.1615 3.1180 -0.174
C -0.7114 2.4600 4.5079 -0.066
C 0.3666 3.0030 2.2511 -0.031
H -1.3173 0.3096 3.4491 0.136
H -1.2172 1.7022 5.1061 0.082
H -1.2448 3.4101 4.5371 0.083
H 0.2686 2.6497 4.9457 0.074
H 1.3495 3.1075 2.7105 0.077
H 0.6040 2.6634 1.2429 0.073
H -0.0126 4.0187 2.1378 0.094
```

Values from the calculation:
Kohn-Sham gap (spin up / spin down)   3.02 / 3.01 eV
Highest occupied orbital energy (spin up / spin down)   1.75 / 1.75 eV
Spin multiplicity   2
Net charge   -3
Lowest unoccupied orbital energy (spin up / spin down)   0.1752 / 0.1753 hartree
Total energy   -98008.2270 eV


[2]
Below is a structure of composition C23H30MgN6O3P, with properties calculated with ωB97M-V with the def2-TZVPD basis set.

```
64
Properties=species:S:1:pos:R:3:lowdin_charge:R:1
Mg 0.2500 0.0331 0.1887 0.584
O 0.3787 0.6468 4.2372 0.089
C 0.1321 0.3328 3.0907 -0.471
N 0.5036 0.9160 1.9300 0.035
C 1.1145 2.1251 1.7060 -0.442
O 2.1020 2.6034 2.2066 0.119
C 0.3520 2.8441 0.5837 -0.193
C 0.3617 4.2204 0.5027 0.014
C -0.4484 4.8353 -0.4410 -0.023
C -1.2229 4.0501 -1.2792 -0.036
C -1.1459 2.6736 -1.1606 -0.116
N -0.3780 2.0669 -0.2519 0.043
C -0.8052 -0.8485 2.8093 -0.169
C -1.2644 -1.6234 3.8576 0.016
C -2.1110 -2.6849 3.5816 -0.031
C -2.4709 -2.9349 2.2657 -0.041
C -1.9674 -2.1130 1.2741 -0.110
N -1.1519 -1.0850 1.5286 0.063
H 0.9837 4.7797 1.1886 0.132
H -0.4818 5.9148 -0.5148 0.120
H -1.8757 4.4923 -2.0188 0.115
H -1.7138 2.0295 -1.8208 0.122
H -0.9518 -1.3683 4.8610 0.126
H -2.4896 -3.3088 4.3815 0.117
H -3.1356 -3.7480 2.0079 0.112
H -2.2266 -2.2725 0.2340 0.117
C 0.7856 -4.1359 -2.0104 0.023
N 1.3148 -3.5642 -0.7677 -0.018
C 2.1036 -4.2760 0.0852 -0.011
C 2.5835 -3.7528 1.2316 0.027
C 2.2632 -2.3906 1.5038 -0.349
N 1.5047 -1.7006 0.6599 0.128
C 0.9830 -2.2721 -0.4402 -0.530
O 0.1938 -1.6053 -1.1567 -0.045
N 2.7101 -1.7577 2.5852 0.232
H 1.0447 -5.1899 -2.0444 0.098
H 1.2133 -3.6264 -2.8708 0.099
H -0.2935 -4.0197 -2.0398 0.101
H 2.3128 -5.2950 -0.2095 0.142
H 3.1929 -4.3410 1.9012 0.123
H 3.2901 -2.2250 3.2593 0.131
H 2.4738 -0.7866 2.7403 0.118
C 4.4112 -0.9977 -1.2556 -0.128
C 3.3678 -0.5425 -2.2781 -0.390
P 2.1978 0.7195 -1.6284 0.966
C 1.2425 1.2155 -3.1333 -0.388
C 1.8771 0.9860 -4.5061 -0.140
C 3.2979 2.1513 -1.2807 -0.385
C 4.1130 2.7310 -2.4355 -0.131
H 5.0144 -1.8134 -1.6565 0.078
H 3.9527 -1.3404 -0.3280 0.045
H 5.0938 -0.1858 -1.0000 0.071
H 2.7611 -1.3852 -2.6237 0.070
H 3.8672 -0.1394 -3.1583 0.069
H 0.9999 2.2731 -2.9977 0.073
H 0.2926 0.6759 -3.0836 0.066
H 2.8433 1.4783 -4.6042 0.058
H 1.2242 1.3815 -5.2857 0.078
H 2.0189 -0.0760 -4.7093 0.069
H 3.9531 1.8326 -0.4661 0.079
H 2.6652 2.9275 -0.8440 0.064
H 4.7427 1.9798 -2.9161 0.067
H 4.7718 3.5193 -2.0692 0.078
H 3.4691 3.1717 -3.1972 0.066
```

Values from the calculation:
Kohn-Sham gap   8.87 eV
Highest occupied orbital energy   -11.50 eV
Net charge   +1
Lowest unoccupied orbital energy   -0.0968 hartree
Total energy   -54155.2789 eV


[3]
Below is a structure of composition C23H30N2O2 in a non-equilibrium geometry, with properties calculated with ωB97M-V with the def2-TZVPD basis set.

```
57
Properties=species:S:1:pos:R:3:lowdin_charge:R:1
C -2.6456 1.7783 5.4066 -0.007
C -1.3352 1.9037 5.3876 -0.156
C -0.3155 2.1911 4.2265 -0.108
C 0.4284 0.9948 4.0863 -0.367
C 1.5791 1.0596 4.6070 0.059
C 2.4567 -0.2687 4.5106 -0.223
C 1.8832 -1.4437 3.8391 -0.029
C 0.7599 -1.1236 3.2481 -0.038
C -0.0292 -0.0306 3.4853 -0.162
O -1.3927 0.0300 2.9465 -0.053
C -1.8271 -1.0823 2.4466 -0.252
C -1.6186 -1.1836 0.9885 -0.504
O -0.9278 -2.1714 0.7101 -0.051
H -0.2025 -2.1396 -0.1113 0.227
C -1.2533 0.1309 0.2025 -0.047
N -0.7464 -0.4480 -1.0349 -0.129
C 0.1038 0.5926 -1.6188 -0.202
C 0.8600 0.0628 -2.8371 -0.169
N 0.0040 -0.0120 -3.9824 -0.171
C 0.2557 -0.1432 -5.1937 -0.222
C -0.8074 0.1491 -6.1360 -0.065
C -0.4372 -0.0021 -7.3997 -0.140
C 0.8998 0.1220 -7.9590 -0.066
C 1.8511 -0.0589 -6.9677 -0.174
C 1.7187 0.2382 -5.6967 0.032
H 2.3797 -0.0642 -5.0780 0.017
H 2.6565 0.1455 -7.3763 0.024
H 1.1731 0.2841 -9.0593 0.123
H -1.3772 0.1103 -8.1512 0.139
H -1.8823 -0.0073 -5.8878 0.110
C -0.9784 -0.9726 -3.4212 -0.107
C -1.7529 -0.3725 -2.0977 -0.134
H -2.4293 -1.2531 -1.8002 0.135
H -2.3808 0.4811 -2.3086 0.127
H -1.9225 -1.1694 -4.1339 0.140
H -0.4131 -2.0378 -3.2352 0.165
H 1.6332 1.0707 -3.2607 0.205
H 1.4763 -1.0574 -2.6530 0.191
H 1.0839 0.7432 -0.8037 0.192
H -0.0752 1.5204 -1.6579 0.043
H -0.5231 0.2715 0.7213 0.041
H -2.0080 0.4953 0.3040 0.012
H -2.7032 -1.6547 0.5220 0.174
H -3.2237 -0.8073 2.5431 0.213
H -1.7755 -1.9206 3.0226 0.097
H 0.2980 -2.0732 2.5060 0.196
H 2.5067 -2.2126 3.4933 0.100
C 3.7870 -0.3007 4.8861 -0.165
H 4.5519 -1.0732 4.6749 0.057
H 3.9682 -0.2888 6.2380 0.165
H 4.5620 0.6413 4.6528 0.126
H 2.1898 1.7895 5.1606 0.135
H 0.2936 3.1228 4.4283 0.145
H -1.0851 2.2981 3.4326 0.126
H -0.9048 1.5964 6.3724 0.112
H -3.1810 1.4336 6.2719 0.052
H -3.2057 2.1163 4.5406 0.061
```

Values from the calculation:
Kohn-Sham gap   7.80 eV
Highest occupied orbital energy   -7.40 eV
Lowest unoccupied orbital energy   0.0147 hartree
Total energy   -31391.3641 eV